{"formula": "C17H22BF3N2O7", "method": "ωB97M-V with the def2-TZVPD basis set", "elements": ["C", "C", "N", "C", "O", "C", "C", "B", "O", "O", "C", "C", "C", "C", "C", "C", "C", "C", "O", "N", "O", "H", "H", "H", "H", "H", "H", "H", "H", "H", "H", "H", "H", "H", "H", "H", "H", "H", "C", "C", "O", "C", "O", "C", "F", "F", "F", "H", "H", "H", "H", "H"], "xyz": [[5.980246, -2.102624, -1.048328], [5.156094, -0.732692, -1.229259], [5.111112, -0.187556, 0.147263], [4.088533, -0.991599, 0.786337], [4.166436, -1.509100, 1.868396], [2.860644, -0.960674, -0.237045], [1.911073, -2.208682, -0.053012], [2.627870, -3.631323, -0.291978], [3.111178, -4.119162, -1.529149], [2.766487, -4.517149, 0.818000], [2.124137, 0.379801, 0.275567], [0.576654, 0.237624, 0.396115], [-0.006532, 0.064919, 1.736889], [-1.451948, -0.102359, 1.842868], [-2.237200, -0.095048, 0.611008], [-1.673218, 0.092568, -0.712801], [-0.225544, 0.261683, -0.814876], [3.645211, -0.852981, -1.619968], [3.015262, 0.147657, -2.462434], [3.930863, 0.900107, -3.176547], [3.822595, 2.042208, -2.912263], [5.331192, -2.965435, -0.759530], [6.776579, -1.939812, -0.286204], [6.449846, -2.331956, -2.038227], [5.864437, -0.139540, -1.855781], [5.995984, -0.141419, 0.654680], [1.031014, -2.167900, -0.759661], [1.560570, -2.206102, 1.016965], [2.376196, -4.120792, -2.169068], [1.863693, -4.666952, 1.156110], [2.345390, 1.267903, -0.364775], [2.542418, 0.622872, 1.293404], [0.665534, 0.039633, 2.627628], [-1.926201, -0.250803, 2.838653], [-3.344527, -0.238441, 0.659806], [-2.259209, 0.095356, -1.654418], [0.309525, 0.383439, -1.787888], [3.635610, -1.780266, -2.260308], [-5.746594, 4.564792, 1.645496], [-6.886755, 4.050548, 0.790854], [-6.509654, 2.841394, 0.111156], [-6.606506, 1.714037, 0.823747], [-6.974380, 1.653634, 1.961467], [-6.222652, 0.510017, -0.037716], [-5.108231, 0.731755, -0.759102], [-7.194709, 0.197134, -0.914151], [-5.995139, -0.590331, 0.692011], [-4.843186, 4.688307, 1.044991], [-6.006102, 5.524003, 2.095421], [-5.505857, 3.861905, 2.444631], [-7.124657, 4.780064, 0.016299], [-7.793583, 3.897342, 1.378725]], "forces_ev_per_angstrom": [[-0.8659, 0.1285, -1.4484], [2.0161, -0.1042, 1.3077], [-1.6493, -0.6043, 0.6746], [0.6293, 0.9019, -1.2243], [-0.3476, 0.3232, -0.3266], [0.5933, -0.1080, 0.7274], [0.4651, -0.3419, -0.2803], [0.2245, -1.0067, 0.7505], [-0.9902, 0.3757, 0.7435], [-0.7735, 0.5842, -1.5062], [-0.5594, 0.2391, 0.0918], [-0.6926, -0.0140, 0.5025], [-1.4148, -0.0247, -2.2218], [1.3584, 0.2346, -2.0482], [0.5421, 0.1397, -0.1585], [2.2018, 0.0006, 1.6542], [-0.8838, -0.3086, 1.9973], [0.1474, -1.9093, -0.8007], [-0.2228, 0.0748, 1.3056], [0.8736, 1.1745, 0.0660], [-0.1685, -0.6567, -0.5869], [0.5760, 0.6849, -0.1081], [-0.6479, -0.1413, -0.6325], [-0.2778, -0.1379, 0.8576], [-1.2508, 0.0633, 0.2116], [-0.4175, -0.2349, -0.2089], [0.7415, 0.3555, 0.8033], [0.1252, 0.1542, -1.1456], [0.6755, 0.2838, 0.0799], [0.7240, 0.2583, 0.3677], [0.0198, -0.8969, 0.3216], [-0.5197, -0.2593, -0.9673], [-0.7154, 0.0536, -0.8698], [0.3258, 0.1473, -1.0241], [1.1887, 0.1198, 0.1513], [0.1704, -0.0264, 1.0241], [-0.6646, -0.0777, 0.8943], [-0.4924, 0.5358, 1.0733], [0.2289, -0.2520, 0.0933], [-0.0574, 0.6995, 0.3069], [-0.0352, -0.7090, -0.1790], [-0.3325, 1.2752, 0.3796], [0.1654, -0.5206, -0.2744], [0.4559, -1.2823, -0.8426], [-0.2525, 0.2860, 0.2486], [-0.0301, 0.3923, 0.3073], [-0.1495, 0.5317, 0.1832], [-0.0983, 0.0968, -0.0398], [-0.0299, -0.0390, -0.0541], [-0.1136, 0.0565, 0.0150], [0.0802, -0.2781, -0.1732], [0.1246, -0.2376, -0.0185]], "lowdin_charge": [-0.017, -0.269, 0.078, -0.417, 0.123, -0.219, -0.011, -0.561, 0.106, 0.106, -0.067, -0.218, -0.031, -0.067, -0.090, -0.066, -0.039, -0.170, -0.103, -0.036, 0.084, 0.078, 0.089, 0.087, 0.138, 0.133, 0.129, 0.126, 0.113, 0.105, 0.120, 0.125, 0.112, 0.098, 0.074, 0.097, 0.111, 0.153, -0.061, -0.201, 0.028, -0.384, 0.172, -0.524, 0.147, 0.163, 0.159, 0.085, 0.083, 0.078, 0.125, 0.126], "spin_multiplicity": 1, "homo_ev": -8.93, "smiles": "C[C@@H]1NC(=O)[C@@](CB(O)O)(Cc2ccccc2)[C@H]1ON=O.CCOC(=O)C(F)(F)F", "charge": 0}

=====

{"formula": "C8H12N2O2", "method": "ωB97M-V with the def2-TZVPD basis set", "elements": ["C", "C", "C", "C", "C", "C", "C", "C", "N", "N", "O", "O", "H", "H", "H", "H", "H", "H", "H", "H", "H", "H", "H", "H"], "xyz": [[-0.674442, 0.223730, 1.498860], [0.428495, 1.206305, -0.573669], [1.132914, -0.993535, 0.410479], [0.573414, 0.432655, 0.714556], [-1.712801, 0.450140, -1.328284], [1.639131, 2.050155, -1.023976], [1.385941, -1.891890, 1.556856], [-1.634651, -1.043860, -1.133128], [-0.692946, 1.279741, -1.246205], [-0.821907, -0.608843, 2.419098], [1.279533, -1.297784, -0.772721], [-2.889566, 1.020888, -1.645124], [1.253043, 0.848558, 1.321794], [1.640213, 2.172612, -2.062864], [2.556138, 1.808378, -0.747115], [1.366735, 3.056212, -0.710595], [1.827067, -2.888427, 1.092819], [0.553346, -1.881211, 2.176582], [2.076159, -1.418050, 2.131162], [-2.093317, -1.230916, -0.088345], [-0.598822, -1.309776, -1.189618], [-2.228712, -1.431064, -1.825142], [-1.745736, -0.510872, 2.923526], [-2.619226, 1.956856, -1.898946]], "forces_ev_per_angstrom": [[-0.5377, -0.4879, 1.0343], [1.5794, -0.0855, 0.3919], [-0.2078, 0.0908, -2.1053], [-2.1217, -2.1650, -3.3169], [1.6235, 0.7100, 1.2509], [-5.7072, 1.1992, -0.1883], [1.3352, -2.8167, -3.9977], [0.3650, 3.0475, 4.3124], [-0.7559, -0.1008, -0.5985], [-1.9768, 1.4497, 0.2916], [0.4333, 0.0230, 1.8154], [0.4224, 0.9208, -0.9038], [2.6252, 1.9087, 2.3755], [-0.0781, -0.2781, -1.7811], [3.8855, -1.4350, 1.7769], [0.4242, 0.4189, 0.4627], [-1.2002, 1.8880, 1.4174], [-1.5714, -1.0144, 0.8693], [2.6007, 1.2194, 1.8037], [0.8177, -0.2075, -1.6421], [-0.0130, -0.4823, -0.1490], [-2.4404, -2.2134, -2.9909], [1.1235, -0.2519, -0.6283], [-0.6254, -1.3376, 0.4999]], "lowdin_charge": [-0.066, -0.266, -0.375, -0.192, -0.394, -0.001, -0.006, 0.028, 0.133, 0.076, 0.052, 0.054, 0.109, 0.060, 0.025, 0.087, 0.151, 0.022, 0.056, 0.120, 0.053, 0.033, 0.101, 0.144], "de_lowest_kcal_mol": 147.6, "spin_multiplicity": 1, "homo_ev": [-8.11, -6.12], "charge": 0}

=====

{"formula": "C10H28NNaO8S", "method": "ωB97M-V with the def2-TZVPD basis set", "elements": ["Na", "C", "C", "O", "H", "H", "H", "H", "H", "S", "O", "O", "O", "O", "C", "C", "C", "O", "C", "N", "H", "H", "H", "H", "H", "H", "H", "H", "H", "H", "H", "C", "C", "O", "H", "H", "H", "H", "H", "H", "C", "C", "O", "H", "H", "H", "H", "H", "H"], "xyz": [[29.320327, 27.643344, -2.856920], [28.547278, 25.979366, -5.263646], [27.636563, 25.349202, -4.238658], [27.676741, 25.712857, -2.875720], [28.360786, 27.047374, -5.376276], [28.315109, 25.700511, -6.291476], [29.614250, 25.933024, -5.045622], [27.804121, 24.272460, -4.263977], [26.626230, 25.637424, -4.528899], [29.741024, 27.069977, 0.064930], [28.418139, 26.713631, 0.563650], [29.930525, 26.040891, -0.940368], [29.778048, 28.359626, -0.551106], [30.692324, 26.861592, 1.138864], [35.076825, 26.527267, -2.590739], [33.606815, 27.146947, -2.587750], [33.068853, 27.524119, -3.981886], [31.721368, 28.025239, -4.043931], [31.489829, 28.979586, -5.007096], [32.735637, 26.065178, -2.021920], [35.663796, 27.389340, -2.907593], [35.165219, 25.716082, -3.313417], [35.315089, 26.276159, -1.557169], [33.451291, 28.058976, -2.011461], [33.172312, 26.671315, -4.652787], [33.780806, 28.295685, -4.275001], [32.275902, 28.899187, -5.757905], [31.426722, 29.958768, -4.532415], [30.520612, 28.893106, -5.498252], [32.914371, 25.179096, -2.472504], [31.765231, 26.149315, -2.289011], [30.244601, 32.619763, -0.848090], [31.027416, 31.479793, -1.542491], [30.135858, 30.467512, -1.968089], [29.225176, 32.622914, -1.233931], [30.736401, 33.574201, -1.035905], [30.056287, 32.637363, 0.225378], [31.858000, 31.018786, -1.007971], [31.767809, 31.846773, -2.253303], [30.070550, 29.788123, -1.292985], [25.712566, 30.015792, -4.798251], [26.633599, 29.952040, -3.623717], [28.028229, 29.884340, -3.902099], [26.019186, 30.745608, -5.547554], [24.722128, 30.267816, -4.419278], [25.668193, 29.132355, -5.435179], [26.175983, 29.186188, -2.997487], [26.679675, 30.821963, -2.968584], [28.519628, 30.384028, -3.246017]], "forces_ev_per_angstrom": [[-0.4862, -1.0223, 0.9606], [0.3873, 1.3799, -0.3890], [-0.7513, 0.3681, 2.9864], [1.0563, 0.8421, -2.2944], [-0.2268, 0.6327, 0.5529], [0.2339, -0.8677, -0.2052], [0.2531, -0.5434, -0.0333], [-0.2099, -0.7484, -0.6162], [-0.7782, -0.5056, -1.0403], [-2.0566, -6.5196, 2.5355], [-1.9941, 1.6995, 1.3307], [2.0857, -0.6114, -3.2962], [0.4684, 4.9423, -2.0251], [1.9331, 1.3785, 1.1939], [-1.8240, 2.5366, -0.2453], [-2.0097, -2.9845, -0.3310], [0.9831, 0.4158, 0.0096], [0.5785, -1.6458, 1.6083], [0.0298, 0.8941, -0.6021], [0.6739, 0.4976, -0.2201], [0.7956, -0.2738, -0.0659], [-0.0536, -0.0695, 0.2434], [0.0132, -0.2765, -0.2590], [0.5210, -0.1585, 0.5904], [-0.0741, -0.1675, -0.2001], [-0.1145, 0.4837, -0.7407], [-0.0305, 0.4992, -0.3028], [0.4809, 0.3865, -0.0799], [-0.1372, -0.6480, 0.0411], [0.8475, -0.3051, -0.1257], [-0.7840, 0.7754, 0.9468], [0.3386, 0.2871, -0.1290], [0.1231, -0.5717, 1.1617], [0.5840, 1.9049, -1.8033], [0.1410, 0.1576, -0.5233], [-0.1344, 0.2341, -0.2548], [0.5467, -0.8528, 0.2213], [-0.5444, -0.3253, 1.5778], [-1.1383, 0.5479, -1.5723], [-0.1215, -1.5436, 1.2015], [0.3173, 0.8110, -1.2383], [0.4722, 0.6801, 1.4277], [0.0062, -1.4925, -1.2255], [-0.0117, 0.6542, 0.2093], [-0.1120, -0.0940, -0.1892], [-0.0251, -0.5859, 0.6849], [0.9735, -0.7512, 0.2658], [-1.4905, 0.5698, -0.1801], [0.2649, -0.0142, 0.4382]], "lowdin_charge": [0.375, -0.146, -0.528, -0.337, 0.041, 0.048, 0.058, 0.068, 0.060, 0.094, -0.424, -0.410, -0.398, -0.426, -0.056, -0.368, -0.196, -0.182, -0.126, 0.057, 0.051, 0.064, 0.071, 0.136, 0.124, 0.107, 0.081, 0.084, 0.085, 0.056, 0.035, -0.077, -0.300, -0.107, 0.064, 0.050, 0.063, 0.111, 0.091, 0.008, -0.097, -0.307, -0.080, 0.061, 0.072, 0.073, 0.121, 0.113, 0.044], "spin_multiplicity": 1, "homo_ev": 0.43, "charge": -2}

=====

Q: Which E values were calculated for the entries above? A: -1621.5833; -571.8381; -1614.8702, in Eh.